No. 1
ORCA calculation (wB97M-V/def2-TZVPD) on 2 unconnected molecules or ions with the total composition C8H7Cl2N5.

energy	-1502.97060	hartree
LUMO (spin up / spin down)	-2.0370 / -1.6107	eV
energy relative to the best compared isomer or geometry (same formula, charge and spin)	284.6	kJ/mol
maximum force	0.106	Eh/bohr
Kohn-Sham gap (spin up / spin down)	6.241 / 6.954	eV

CARTESIAN COORDINATES (ANGSTROEM)
1 C 0.671 -0.108 -3.233
2 C -0.166 -1.123 -2.705
3 C 1.420 0.753 -2.400
4 C -0.382 -1.198 -1.313
5 C 1.697 0.638 1.044
6 C 1.349 0.548 -1.009
7 C 0.432 -0.386 -0.493
8 C -1.452 0.531 2.109
9 N 2.133 1.162 -0.050
10 N -1.811 0.844 0.974
11 N 0.752 -0.313 0.870
12 N 0.237 -0.901 1.855
13 N -1.760 0.614 3.304
14 Cl -3.475 1.493 3.833
15 Cl -1.011 0.048 4.686
16 H 0.629 0.032 -4.267
17 H -0.865 -1.787 -3.244
18 H 2.095 1.380 -2.756
19 H -1.062 -1.835 -0.832
20 H 2.315 0.687 1.906
21 H -1.293 0.497 0.195
22 H -0.450 -1.578 1.529

No. 2
ORCA calculation (wB97M-V/def2-TZVPD) on a molecular structure, C8H7Cl2NO3S.

energy	-1907.97048	hartree
LUMO (spin up / spin down)	-1.0703 / -2.1974	eV
energy relative to the best compared isomer or geometry (same formula, charge and spin)	55.5	kJ/mol
maximum force	0.064	Eh/bohr
Kohn-Sham gap (spin up / spin down)	8.233 / 6.472	eV

CARTESIAN COORDINATES (ANGSTROEM)
1 C -3.513 -1.575 0.137
2 C -3.495 -0.697 1.202
3 C -2.495 -1.436 -0.794
4 C -2.371 0.150 1.456
5 C -1.427 -0.569 -0.603
6 C -1.411 0.190 0.507
7 C 4.179 0.420 -0.700
8 C 3.322 -0.305 0.282
9 N 3.468 1.354 -1.309
10 O 5.353 0.170 -0.921
11 O 0.552 1.674 -0.770
12 O -0.634 2.617 1.215
13 S 0.036 1.487 0.564
14 Cl 3.615 -2.002 0.444
15 Cl 2.411 0.479 1.420
16 H -4.350 -2.283 -0.100
17 H -4.187 -0.811 2.087
18 H -2.247 -2.178 -1.548
19 H -2.289 0.822 2.341
20 H -0.746 -0.505 -1.385
21 H 2.474 1.319 -1.320
22 H 3.757 1.680 -2.205

No. 3
ORCA calculation (wB97M-V/def2-TZVPD) on a molecular structure, C8H7CoN2O5.

energy	-2177.08316	hartree
LUMO (spin up / spin down)	-5.0060 / -5.7627	eV
charge	+1
spin multiplicity	4
energy relative to the best compared isomer or geometry (same formula, charge and spin)	69.1	kJ/mol
maximum force	0.128	Eh/bohr
Kohn-Sham gap (spin up / spin down)	4.996 / 6.373	eV

CARTESIAN COORDINATES (ANGSTROEM)
1 O -0.065 3.455 -1.065
2 C -0.007 2.588 -1.781
3 Co 0.030 -0.434 -3.344
4 C 0.043 -1.730 -2.063
5 O 0.070 -2.723 -1.485
6 C -0.154 -1.734 -4.912
7 O -0.191 -1.536 -6.048
8 C 1.602 -0.103 -2.456
9 O 2.661 -0.030 -1.989
10 C -1.586 -0.085 -2.462
11 O -2.651 -0.026 -2.018
12 H 0.234 2.131 -2.798
13 C -1.066 0.683 3.405
14 N -0.004 0.019 2.662
15 C 1.052 -0.682 3.375
16 C 0.025 0.081 1.367
17 N 0.056 0.146 0.176
18 H -0.870 0.544 4.482
19 H -2.056 0.272 3.136
20 H -1.111 1.760 3.161
21 H 1.077 -1.747 3.091
22 H 2.042 -0.275 3.113
23 H 0.865 -0.574 4.454

No. 4
ORCA calculation (wB97M-V/def2-TZVPD) on 2 unconnected molecules or ions with the total composition C8H7F3N2.

energy	-717.81337	hartree
LUMO (spin up / spin down)	0.2291 / -4.5079	eV
spin multiplicity	3
energy relative to the best compared isomer or geometry (same formula, charge and spin)	0.0	kJ/mol
maximum force	0.078	Eh/bohr
Kohn-Sham gap (spin up / spin down)	9.737 / 5.473	eV

CARTESIAN COORDINATES (ANGSTROEM)
1 C -2.385 0.522 -0.074
2 C -0.533 1.778 0.685
3 C -1.150 0.664 0.626
4 C -0.659 -0.622 1.355
5 C 0.904 -0.764 1.099
6 C 1.290 -1.169 -0.333
7 C 0.515 -0.441 -1.405
8 C 0.429 0.383 -2.628
9 N -3.362 0.314 -0.620
10 N -0.627 -0.004 -1.813
11 F 0.786 -0.133 -3.854
12 F 0.790 1.655 -2.586
13 F 0.011 1.307 3.234
14 H -0.404 2.867 0.677
15 H -0.668 -0.279 2.426
16 H -1.160 -1.552 1.199
17 H 1.511 0.160 1.226
18 H 1.285 -1.443 1.872
19 H 2.323 -1.057 -0.498
20 H 1.105 -2.186 -0.587

No. 5
ORCA calculation (wB97M-V/def2-TZVPD) on a single C8H7FN2O2 molecule.

energy	-668.80904	hartree
LUMO	-1.5272	eV
energy relative to the best compared isomer or geometry (same formula, charge and spin)	184.0	kJ/mol
maximum force	0.079	Eh/bohr
Kohn-Sham gap	7.347	eV

CARTESIAN COORDINATES (ANGSTROEM)
1 O 2.152 2.960 -0.240
2 C 1.571 1.864 -0.755
3 N 1.499 0.771 0.091
4 C 0.527 -0.021 0.272
5 C 0.776 -1.193 1.059
6 C -0.204 -2.063 1.343
7 C -1.561 -1.658 1.049
8 C -1.858 -0.542 0.293
9 C -0.852 0.343 -0.166
10 N -0.968 1.490 -0.733
11 C 0.034 2.055 -1.461
12 O 0.320 1.618 -2.718
13 F -0.311 3.411 -1.670
14 H 1.417 3.485 0.089
15 H 2.227 1.343 -1.577
16 H 1.868 -1.518 1.298
17 H -0.098 -2.938 1.825
18 H -2.399 -2.255 1.221
19 H -2.803 -0.235 -0.022
20 H -0.382 1.358 -3.289

No. 6
ORCA calculation (wB97M-V/def2-TZVPD) on 2 unconnected molecules or ions with the total composition C8H7FO3.

energy	-634.37992	hartree
LUMO (spin up / spin down)	-0.2419 / -2.4837	eV
spin multiplicity	3
energy relative to the best compared isomer or geometry (same formula, charge and spin)	202.3	kJ/mol
maximum force	0.050	Eh/bohr
Kohn-Sham gap (spin up / spin down)	5.807 / 6.570	eV

CARTESIAN COORDINATES (ANGSTROEM)
1 C 4.266 -0.100 -0.227
2 C 3.396 0.996 -0.217
3 C 3.551 -1.150 0.294
4 C 2.197 0.526 0.307
5 C 0.979 1.223 0.435
6 C -0.980 -0.253 0.446
7 C -2.159 0.293 0.247
8 C -3.444 -0.488 0.096
9 O 0.656 2.369 0.452
10 O 2.314 -0.788 0.599
11 O -2.337 1.645 0.191
12 F -0.657 -1.552 0.491
13 H 5.282 -0.116 -0.563
14 H 3.586 1.997 -0.547
15 H 3.833 -2.168 0.484
16 H -3.705 -0.980 1.031
17 H -4.229 0.210 -0.178
18 H -3.336 -1.246 -0.676
19 H -1.492 2.098 0.291

No. 7
ORCA calculation (wB97M-V/def2-TZVPD) on a molecular structure, C8H7N2O4S.

energy	-1117.63358	hartree
LUMO	3.5114	eV
charge	-1
energy relative to the best compared isomer or geometry (same formula, charge and spin)	241.5	kJ/mol
maximum force	0.091	Eh/bohr
Kohn-Sham gap	7.076	eV

CARTESIAN COORDINATES (ANGSTROEM)
1 C 2.472 0.063 1.053
2 C 1.965 0.787 2.102
3 C 1.565 -0.213 0.004
4 C 0.622 1.033 2.216
5 C 0.220 0.204 0.032
6 C -0.308 0.744 1.237
7 C -0.850 0.103 -0.955
8 C -2.191 0.123 -0.759
9 N -2.587 0.461 0.628
10 N -1.753 -1.678 -3.527
11 O 0.753 -1.983 -2.675
12 O -3.120 -0.129 -1.531
13 O 0.097 0.044 -3.894
14 O -1.628 1.064 1.485
15 S -0.290 -0.959 -2.912
16 H 3.416 -0.266 0.894
17 H 2.680 1.056 2.800
18 H 1.911 -0.780 -0.935
19 H 0.431 1.484 3.182
20 H -3.444 0.958 0.500
21 H -2.414 -0.916 -3.616
22 H -2.127 -2.466 -2.979

No. 8
ORCA calculation (wB97M-V/def2-TZVPD) on a gas-phase ion, C8H7N2S2 (charge +1).

energy	-1214.50651	hartree
LUMO (spin up / spin down)	-7.5538 / -7.0785	eV
charge	+1
energy relative to the best compared isomer or geometry (same formula, charge and spin)	266.6	kJ/mol
maximum force	0.108	Eh/bohr
Kohn-Sham gap (spin up / spin down)	4.756 / 5.314	eV

CARTESIAN COORDINATES (ANGSTROEM)
1 S 0.190 2.938 0.139
2 C 0.895 1.395 0.018
3 C 2.283 1.324 -0.251
4 C 2.942 0.130 -0.347
5 C 2.304 -1.033 -0.015
6 C 0.952 -1.046 0.142
7 C 0.212 0.165 0.104
8 N -1.215 0.062 0.175
9 C -1.978 1.118 0.025
10 N -3.201 0.902 -0.168
11 S -3.717 -0.939 -0.191
12 C -1.916 -1.209 0.250
13 H 2.786 2.230 -0.497
14 H 3.929 0.093 -0.487
15 H 2.834 -1.959 0.032
16 H 0.506 -2.036 0.383
17 H -4.082 1.549 -0.192
18 H -1.603 -2.111 -0.435
19 H -2.121 -1.572 1.315

No. 9
ORCA calculation (wB97M-V/def2-TZVPD) on a single C8H7N3O molecule.

energy	-548.46680	hartree
LUMO	-0.0615	eV
energy relative to the best compared isomer or geometry (same formula, charge and spin)	344.3	kJ/mol
maximum force	0.115	Eh/bohr
Kohn-Sham gap	9.347	eV

CARTESIAN COORDINATES (ANGSTROEM)
1 C -1.361 -1.884 -1.756
2 C -0.126 -1.183 -1.921
3 O 0.743 -1.414 -2.787
4 N 0.046 -0.159 -1.040
5 N 0.579 1.128 -1.501
6 N 0.726 1.844 -0.479
7 C 0.371 1.282 0.699
8 C 0.359 1.723 1.951
9 C -0.036 0.898 2.915
10 C -0.422 -0.393 2.666
11 C -0.359 -0.911 1.381
12 C 0.011 -0.056 0.325
13 H -2.220 -1.035 -1.682
14 H -1.588 -2.610 -0.847
15 H -1.509 -2.618 -2.449
16 H 0.775 2.676 2.129
17 H -0.014 1.354 4.071
18 H -0.766 -1.021 3.524
19 H -0.696 -1.962 1.141

No. 10
ORCA calculation (wB97M-V/def2-TZVPD) on 2 unconnected molecules or ions with the total composition C8H7N3O2.

energy	-623.59839	hartree
LUMO (spin up / spin down)	-1.5467 / -1.7322	eV
energy relative to the best compared isomer or geometry (same formula, charge and spin)	422.2	kJ/mol
maximum force	0.110	Eh/bohr
Kohn-Sham gap (spin up / spin down)	7.377 / 6.107	eV

CARTESIAN COORDINATES (ANGSTROEM)
1 C -2.215 1.099 -0.526
2 C 2.281 -0.953 -1.261
3 C 1.692 0.200 -1.740
4 C 1.515 -1.863 -0.439
5 C 0.476 0.546 -1.170
6 C 0.384 -1.528 0.168
7 C -0.218 -0.350 -0.303
8 C -1.486 0.100 0.215
9 N -2.884 1.867 -1.082
10 N -2.019 -0.422 1.337
11 N -0.330 1.725 1.577
12 O 0.569 2.451 1.172
13 O -0.501 1.346 2.711
14 H 3.402 -1.221 -1.609
15 H 2.284 1.069 -2.068
16 H 2.112 -2.685 -0.057
17 H -0.278 1.331 -1.519
18 H -0.240 -2.145 0.841
19 H -3.027 -0.019 1.584
20 H -1.517 -0.546 2.168

No. 11
ORCA calculation (wB97M-V/def2-TZVPD) on a single C8H7NO2S4 molecule.

energy	-2106.98070	hartree
LUMO	-0.1202	eV
energy relative to the best compared isomer or geometry (same formula, charge and spin)	0.0	kJ/mol
maximum force	0.063	Eh/bohr
Kohn-Sham gap	8.395	eV

CARTESIAN COORDINATES (ANGSTROEM)
1 N 0.284 -0.916 4.654
2 S 0.734 0.362 3.759
3 O 2.178 0.404 4.023
4 O -0.050 1.484 4.280
5 C 0.271 -0.162 2.116
6 C 1.079 -0.822 1.204
7 C 0.370 -1.113 -0.034
8 C -0.924 -0.682 -0.019
9 S -2.079 -0.836 -1.339
10 C -1.218 0.132 -2.494
11 C -1.106 -0.168 -3.846
12 C -0.423 0.868 -4.615
13 C -0.050 1.913 -3.788
14 S -0.538 1.712 -2.119
15 S -1.344 0.078 1.527
16 H 1.141 -1.461 4.814
17 H -0.041 -0.518 5.520
18 H 2.144 -1.102 1.348
19 H 0.793 -1.658 -0.860
20 H -1.506 -1.092 -4.328
21 H -0.181 0.791 -5.657
22 H 0.466 2.786 -4.148

What did the eighth record say?
ORCA calculation (wB97M-V/def2-TZVPD) on a gas-phase ion, C8H7N2S2 (charge +1).

energy	-1214.50651	hartree
LUMO (spin up / spin down)	-7.5538 / -7.0785	eV
charge	+1
energy relative to the best compared isomer or geometry (same formula, charge and spin)	266.6	kJ/mol
maximum force	0.108	Eh/bohr
Kohn-Sham gap (spin up / spin down)	4.756 / 5.314	eV

CARTESIAN COORDINATES (ANGSTROEM)
1 S 0.190 2.938 0.139
2 C 0.895 1.395 0.018
3 C 2.283 1.324 -0.251
4 C 2.942 0.130 -0.347
5 C 2.304 -1.033 -0.015
6 C 0.952 -1.046 0.142
7 C 0.212 0.165 0.104
8 N -1.215 0.062 0.175
9 C -1.978 1.118 0.025
10 N -3.201 0.902 -0.168
11 S -3.717 -0.939 -0.191
12 C -1.916 -1.209 0.250
13 H 2.786 2.230 -0.497
14 H 3.929 0.093 -0.487
15 H 2.834 -1.959 0.032
16 H 0.506 -2.036 0.383
17 H -4.082 1.549 -0.192
18 H -1.603 -2.111 -0.435
19 H -2.121 -1.572 1.315

Number 4 is which compound? C8H7F3N2

Which of these has the highest maximum force? C8H7CoN2O5